(1)
Computed, not measured: the molecule C7H10O, with wB97M-V/def2-TZVPD.

HOMO level = -8.6813 eV
ΔE to the lowest compared entry with this formula, charge and spin = 147.1 kcal per mole
max |F| = 0.1110 Eh/bohr

Geometry as XYZ:
```
18
Properties=species:S:1:pos:R:3:forces:R:3:nbo_charge:R:1
H 1.597188 -1.005329 -1.544046 -1.19 1.81 1.73 0.20
H -1.096983 -1.211470 -2.464230 -0.04 1.97 3.01 0.24
C -0.738151 0.639148 1.306196 -0.71 0.82 1.57 -0.48
C 0.236795 -0.457530 1.574495 1.05 -0.85 1.35 -0.21
O -0.487149 1.824291 -0.962735 -0.10 2.15 -4.16 -0.43
H -1.253719 -1.394225 -0.473282 -0.63 2.12 -2.44 0.23
C -0.082383 1.314532 0.150124 1.51 -2.57 4.87 0.12
C 1.181432 -0.770659 0.712296 2.91 -0.65 -1.78 -0.20
H -0.793165 1.345962 2.198608 -0.34 -1.14 -0.84 0.22
H 2.142466 -1.393672 1.019455 -2.48 0.95 -0.83 0.23
C -0.103865 0.433315 -1.049123 -2.16 -2.31 0.18 0.13
C -1.223460 -0.580801 -1.393928 -0.92 1.07 -0.40 -0.68
H 1.048715 1.349576 0.503376 -2.41 1.75 -0.63 0.17
H -2.062674 0.319781 -1.546726 1.00 -3.37 0.61 0.25
H 0.303457 -1.016303 2.517170 -0.43 0.68 -0.07 0.22
H -1.651211 0.079782 1.115604 -0.76 0.85 -0.07 0.24
C 1.174420 -0.159360 -0.760988 3.93 -3.45 -2.22 -0.46
H 1.808288 0.682962 -0.902267 1.76 0.17 0.12 0.23
```
Forces are in eV/Å.

(2)
Computed, not measured: the molecule C7H10O, with wB97M-V/def2-TZVPD.

HOMO level = -9.1475 eV
ΔE to the lowest compared entry with this formula, charge and spin = 53.3 kcal per mole
max |F| = 0.0506 Eh/bohr

Geometry as XYZ:
```
18
Properties=species:S:1:pos:R:3:forces:R:3:nbo_charge:R:1
C -0.927378 -1.303519 1.226983 -2.33 -0.02 0.70 -0.15
H 0.100154 0.389987 1.711906 1.29 0.91 -0.04 0.22
C -0.841977 -0.013923 1.934157 -0.35 -0.76 1.90 -0.67
C 0.162872 1.531188 -2.324311 -1.04 0.20 -0.31 0.46
H -0.890499 0.879586 -0.486383 0.74 -0.24 -0.71 0.25
H 2.222093 0.556036 -0.909348 -0.59 -0.17 -0.04 0.21
H 0.334875 2.089107 -0.159255 -0.05 -0.53 -1.02 0.24
H -1.820927 -1.964519 1.429112 1.24 0.65 0.12 0.20
H 1.872169 -1.697221 -0.156783 2.27 -0.91 -0.37 0.21
C 1.078074 -1.048468 -0.265814 -1.42 -0.07 1.06 -0.22
C -0.080490 -1.712235 0.312860 -0.86 -2.24 -0.83 -0.25
H -0.292192 -2.801958 0.105233 0.73 1.21 -0.60 0.21
H -1.595674 0.698086 1.716148 -0.91 0.68 -0.61 0.22
C 1.206654 0.201330 -0.660207 0.81 0.28 0.07 -0.17
C 0.121752 1.202818 -0.825613 -0.17 1.27 0.65 -0.57
H -0.095411 0.485422 -2.902986 0.71 2.46 0.41 0.11
H -0.930742 -0.132639 3.044583 0.22 -0.16 -0.79 0.22
O 0.376649 2.640923 -2.790279 -0.31 -2.55 0.41 -0.51
```
Forces are in eV/Å.

(3)
Computed, not measured: a cluster of 2 separate species, C7H10O in total, with wB97M-V/def2-TZVPD.

HOMO level = -9.2647 eV
ΔE to the lowest compared entry with this formula, charge and spin = 32.7 kcal per mole
max |F| = 0.1466 Eh/bohr

Geometry as XYZ:
```
18
Properties=species:S:1:pos:R:3:forces:R:3:nbo_charge:R:1
H 0.381773 -0.281332 2.941531 -0.43 -0.45 -0.60 0.22
H -1.851835 -1.468659 -0.186353 4.61 0.08 5.96 0.45
H 1.415199 -1.351376 2.034557 -0.38 -0.05 0.02 0.22
C 0.414888 1.285889 -1.641029 0.89 2.07 0.19 -0.25
H -0.274064 -1.709128 2.087233 -1.45 -1.57 0.44 0.22
H -0.043857 1.691110 1.838253 -0.01 -0.07 -1.87 0.22
C 0.740150 -0.059337 -1.643833 -1.11 -1.02 -2.12 -0.21
H -2.227580 -0.725295 -1.303742 0.34 2.45 -1.65 0.46
C 0.398310 -0.923829 2.033030 1.94 1.32 0.93 -0.63
C 0.094636 1.256037 0.791102 -0.10 -0.19 0.63 -0.22
C 0.210769 1.983224 -0.422347 -0.98 2.11 0.45 -0.20
C 0.246776 -0.149557 0.784957 2.20 1.95 -2.02 -0.03
C 0.728082 -0.715767 -0.436115 -1.74 -0.77 1.38 -0.22
H 0.028443 3.216870 -0.396754 0.64 -3.68 -0.21 0.23
H 0.733716 -0.638947 -2.683722 0.64 1.27 2.52 0.23
H 0.546312 1.880866 -2.570080 -0.50 -0.51 0.69 0.22
H 0.845417 -1.782679 -0.367635 0.44 -0.40 -0.38 0.21
O -2.387136 -1.508092 -0.859054 -5.01 -2.52 -4.35 -0.91
```
Forces are in eV/Å.

(4)
Computed, not measured: the molecule C7H10O, with wB97M-V/def2-TZVPD.

HOMO level = -7.9809 eV
ΔE to the lowest compared entry with this formula, charge and spin = 116.5 kcal per mole
max |F| = 0.1439 Eh/bohr

Geometry as XYZ:
```
18
Properties=species:S:1:pos:R:3:forces:R:3:nbo_charge:R:1
H -3.142464 0.272852 1.041459 2.62 1.68 0.76 0.24
H -0.720647 -1.160442 2.394507 -0.61 -0.96 -1.25 0.22
C -0.486991 -1.010813 1.312048 -1.21 2.02 2.87 -0.33
O -0.706103 0.918364 -1.270719 3.14 -4.82 -3.99 -0.70
C 2.160537 -0.346814 -1.476516 -1.83 -4.42 0.24 -0.64
H 1.369397 -2.240942 0.930989 -0.31 0.35 0.56 0.21
C 0.197412 0.580385 -0.156435 -5.18 5.14 1.22 -0.03
C -2.141463 0.964995 0.940168 -2.65 0.14 -0.82 -0.69
H -2.484414 1.521112 -0.011183 1.12 -0.71 1.34 0.25
H -0.538155 -0.105796 -1.676140 -1.50 4.23 0.48 0.46
C 0.805251 -1.305873 0.815794 3.06 -1.21 -3.60 -0.17
C -0.924288 0.127248 0.703721 0.57 -0.95 2.67 0.11
H 0.333659 1.685717 0.342121 0.96 -2.49 -1.06 0.22
H 2.619382 0.606600 -1.491790 1.07 0.55 0.29 0.23
H 2.727940 -1.332266 -1.284207 0.36 2.04 -0.84 0.23
C 1.164751 -0.473050 -0.231101 0.76 0.63 -1.06 -0.08
H -1.948777 1.787338 1.720024 -0.73 -1.51 -0.76 0.23
H 1.714974 -0.488616 -2.602737 0.35 0.29 2.97 0.22
```
Forces are in eV/Å.

(5)
Computed, not measured: the molecule C7H10O2, with wB97M-V/def2-TZVPD.

HOMO level = -9.4474 eV
ΔE to the lowest compared entry with this formula, charge and spin = 27.9 kcal per mole
max |F| = 0.0626 Eh/bohr

Geometry as XYZ:
```
19
Properties=species:S:1:pos:R:3:forces:R:3:nbo_charge:R:1
C -0.412684 -0.259609 -1.433332 0.19 0.18 -0.06 -0.50
C -2.530850 -0.058686 -0.124860 -0.18 -3.20 -0.36 0.47
H 1.979559 2.260365 0.921025 -0.03 0.05 0.07 0.23
H 2.758956 -1.102026 0.939130 -0.02 -0.04 0.21 0.20
H -0.897298 0.351763 -2.196523 0.08 -0.09 -0.05 0.25
C 0.079202 0.672066 -0.345282 -1.44 0.09 0.87 0.57
C 1.884997 -0.878624 0.345879 -0.19 0.35 -0.19 -0.33
H -2.539871 -0.109817 0.976910 0.10 0.81 0.12 0.11
O -0.672667 1.565852 0.062299 1.34 -0.77 -0.78 -0.54
C 1.699766 1.344663 1.444366 0.09 0.04 -0.05 -0.64
H 2.547781 1.000738 2.029253 0.07 -0.03 0.04 0.21
C 1.271283 0.303747 0.452750 0.70 0.16 0.21 -0.10
H -2.039071 -1.695070 -1.489357 0.04 -0.18 0.06 0.23
H -1.048299 -1.747464 0.029895 -0.12 -0.08 0.05 0.21
C -1.477720 -1.126103 -0.752836 -0.99 2.17 0.14 -0.49
H 0.879621 1.597074 2.116244 0.00 0.00 -0.04 0.24
H 1.562620 -1.655956 -0.329197 -0.04 0.01 -0.15 0.20
H 0.386575 -0.851937 -1.873571 -0.02 0.07 -0.10 0.22
O -3.431900 0.389025 -0.772792 0.39 0.45 0.01 -0.52
```
Forces are in eV/Å.

(6)
Computed, not measured: the molecule C7H10O2, with wB97M-V/def2-TZVPD.

HOMO level = -7.8812 eV
ΔE to the lowest compared entry with this formula, charge and spin = 56.1 kcal per mole
max |F| = 0.1279 Eh/bohr

Geometry as XYZ:
```
19
Properties=species:S:1:pos:R:3:forces:R:3:nbo_charge:R:1
C 1.082776 0.521052 -1.607756 -3.57 -5.36 1.36 -0.61
C -0.155256 1.531574 1.536666 -0.45 0.23 0.91 0.73
C -1.071133 -0.272670 -0.710781 -0.42 -1.09 -0.30 0.33
H 0.561314 1.063009 -2.274834 -1.18 1.94 -2.83 0.22
H 2.772861 0.441393 0.861831 -1.69 -0.53 0.97 0.21
H 1.999759 0.204426 2.537135 -0.36 -0.55 -2.11 0.23
H -2.230059 -0.294451 1.130808 -0.01 0.69 0.68 0.23
H 1.943941 -1.044966 1.190726 -0.53 -1.06 0.01 0.22
H -2.901083 -1.171516 -0.093937 -3.62 -1.29 -1.91 0.21
H -2.064254 -1.132296 -2.118763 -3.96 -1.82 -0.26 0.47
C 1.828454 -0.010136 1.398565 2.38 2.71 1.32 -0.60
H 1.202438 -0.538610 -1.975362 0.20 1.15 -0.29 0.21
C 0.560241 0.630931 0.891522 -0.20 0.22 0.87 -0.36
H -1.442149 -1.758199 0.646629 -0.65 -0.05 0.02 0.23
O -1.271023 -0.737282 -2.004346 4.16 2.49 0.46 -0.69
O -0.854323 2.279595 2.119001 0.84 -0.72 -0.76 -0.48
C 0.094863 0.315081 -0.450819 0.42 0.22 -1.05 -0.08
H 1.966006 0.868751 -1.354454 4.08 2.00 1.35 0.20
C -2.023371 -0.895684 0.278166 4.56 0.80 1.57 -0.66
```
Forces are in eV/Å.

Total energy values (in hartree) by entry order: -347.728805, -347.878178, -347.911127, -347.777553, -423.155457, -423.110591.